--- one ---
63
Properties=species:S:1:pos:R:3:lowdin_spin:R:1 method="wB97M-V/def2-TZVPD" gap_ev="8.42 / 6.59" lumo_energy_ha="-0.18934 / -0.28845" total_charge=+2 spin_multiplicity=5
Ru 0.30 -0.81 -0.91 2.44
C 2.48 -0.75 -3.14 0.01
N 2.29 -0.25 -1.75 0.05
C 3.37 -0.80 -0.89 0.01
C 2.37 1.23 -1.80 0.09
C 3.54 1.86 -2.14 -0.01
C 3.57 3.25 -2.28 0.12
C 2.42 4.00 -2.10 -0.01
C 1.24 3.39 -1.74 0.09
C 1.20 1.99 -1.55 0.03
N 0.10 1.28 -1.19 0.41
C -1.03 1.72 -0.54 0.03
C -1.15 2.90 0.20 0.09
C -2.32 3.16 0.89 0.00
C -3.38 2.26 0.84 0.11
C -3.27 1.07 0.13 -0.01
C -2.10 0.79 -0.55 0.09
N -1.89 -0.44 -1.32 0.07
C -2.13 -0.17 -2.77 0.01
C -2.77 -1.55 -0.90 0.01
H 3.42 -0.39 -3.55 0.00
H 1.66 -0.42 -3.77 0.00
H 2.49 -1.84 -3.13 0.00
H 4.35 -0.62 -1.34 0.00
H 3.23 -1.88 -0.82 0.00
H 3.32 -0.36 0.10 0.00
H 4.44 1.30 -2.32 0.00
H 4.50 3.73 -2.56 0.01
H 2.44 5.07 -2.26 0.00
H 0.33 3.97 -1.65 0.00
H -0.31 3.57 0.29 0.00
H -2.41 4.07 1.47 0.00
H -4.30 2.48 1.37 0.01
H -4.10 0.38 0.11 0.00
H -3.18 0.11 -2.91 0.00
H -1.90 -1.07 -3.33 0.00
H -1.49 0.64 -3.10 0.00
H -3.82 -1.33 -1.13 0.00
H -2.65 -1.74 0.16 0.00
H -2.48 -2.43 -1.47 0.00
O 1.13 -0.29 1.18 0.08
C 0.37 -1.07 1.80 0.02
O -0.42 -1.87 1.24 0.06
C 0.41 -1.01 3.32 0.00
N -0.51 -2.11 3.85 0.00
C -1.54 -1.46 4.75 0.00
C -1.64 -0.06 4.19 0.00
C -0.18 0.29 3.89 0.00
H 1.42 -1.20 3.67 0.00
H 0.00 -2.85 4.31 0.00
H -0.95 -2.51 3.00 0.00
H -1.13 -1.47 5.76 0.00
H -2.45 -2.06 4.73 0.00
H -2.10 0.62 4.90 0.00
H -2.25 -0.05 3.28 0.00
H 0.34 0.57 4.80 0.00
H -0.07 1.10 3.17 0.00
C 0.66 -3.97 -1.09 0.02
C 0.34 -2.63 -1.69 0.05
O 0.02 -2.43 -2.84 0.10
H -0.29 -4.49 -0.93 0.00
H 1.16 -3.86 -0.13 0.00
H 1.25 -4.54 -1.80 0.00

--- two ---
63
Properties=species:S:1:pos:R:3:lowdin_spin:R:1 method="wB97M-V/def2-TZVPD" gap_ev="8.60 / 6.65" lumo_energy_ha="-0.18114 / -0.28983" total_charge=+2 spin_multiplicity=5
Ru -0.73 0.14 -0.84 2.40
C -0.61 3.08 -1.52 0.02
N -1.47 2.22 -0.66 0.09
C -2.89 2.34 -1.11 0.01
C -1.36 2.58 0.76 0.08
C -1.49 3.91 1.13 -0.01
C -1.43 4.27 2.47 0.10
C -1.24 3.30 3.44 -0.01
C -1.15 1.97 3.08 0.07
C -1.23 1.57 1.74 0.02
N -1.16 0.27 1.24 0.39
C -1.45 -0.93 1.84 0.02
C -1.51 -1.20 3.22 0.09
C -1.81 -2.46 3.69 0.00
C -2.09 -3.50 2.80 0.13
C -2.04 -3.26 1.43 -0.01
C -1.72 -2.01 0.95 0.10
N -1.76 -1.77 -0.50 0.07
C -3.17 -1.55 -0.93 0.02
C -1.17 -2.88 -1.28 0.01
H -0.90 4.13 -1.45 0.00
H -0.74 2.76 -2.55 0.00
H 0.43 2.96 -1.23 0.00
H -3.20 3.38 -1.07 0.00
H -3.52 1.76 -0.44 0.00
H -2.97 1.97 -2.13 0.00
H -1.64 4.67 0.38 0.00
H -1.53 5.31 2.75 0.00
H -1.17 3.57 4.48 0.00
H -0.98 1.26 3.87 0.00
H -1.30 -0.44 3.95 0.01
H -1.84 -2.64 4.76 0.00
H -2.34 -4.48 3.17 0.01
H -2.28 -4.06 0.75 0.00
H -3.75 -2.47 -0.80 0.00
H -3.19 -1.26 -1.97 0.00
H -3.62 -0.77 -0.31 0.00
H -1.75 -3.80 -1.16 0.00
H -0.14 -3.04 -0.97 0.00
H -1.21 -2.62 -2.34 0.00
O 1.10 -1.19 -0.08 0.07
C 1.90 -0.24 -0.21 0.01
O 1.60 0.88 -0.71 0.05
C 3.33 -0.40 0.32 0.00
N 4.18 0.65 -0.36 0.00
C 4.94 -0.07 -1.44 0.00
C 5.29 -1.38 -0.76 0.00
C 4.01 -1.74 0.01 0.00
H 3.30 -0.15 1.38 0.00
H 4.82 1.09 0.29 0.00
H 3.53 1.37 -0.72 0.00
H 5.79 0.54 -1.76 0.00
H 4.26 -0.20 -2.28 0.00
H 6.13 -1.23 -0.08 0.00
H 5.58 -2.14 -1.48 0.00
H 4.23 -2.30 0.92 0.00
H 3.34 -2.35 -0.59 0.00
C 0.70 -0.78 -3.61 0.00
C -0.38 -0.18 -2.78 0.03
O -1.39 0.34 -3.21 0.20
H 1.10 -0.01 -4.27 0.00
H 0.28 -1.57 -4.24 0.00
H 1.50 -1.19 -2.98 0.00

Short version: one, two, most stable first.

--- one ---
8
Properties=species:S:1:pos:R:3:nbo_charge:R:1 method="wB97M-V/def2-TZVPD" gap_ev=6.39 lumo_energy_ha=0.14496 total_charge=-1
S 1.33 3.07 0.72 -1.07
H 0.12 3.44 0.19 0.08
C -0.09 -0.56 0.28 -0.32
C -0.23 -1.67 -0.55 -0.49
H 0.57 0.22 -0.14 0.25
H -0.53 -0.63 1.32 0.19
H -0.27 -1.37 -1.57 0.19
H -0.90 -2.49 -0.24 0.17

--- two ---
8
Properties=species:S:1:pos:R:3:nbo_charge:R:1 method="wB97M-V/def2-TZVPD" gap_ev=6.67 lumo_energy_ha=0.15452 total_charge=-1
S 1.41 1.21 -0.45 -1.06
H 2.31 0.34 -0.96 0.09
C -1.81 -1.37 1.13 -0.46
C -1.32 -1.16 -0.10 -0.37
H -1.53 -0.62 1.85 0.20
H -2.65 -2.09 1.24 0.17
H -1.69 -1.69 -0.96 0.17
H -0.78 -0.19 -0.22 0.26

Short version: two, one, most stable first.